Here is 7 unconnected molecules or ions with the total composition C26H43F2N2O7S2 in a non-equilibrium geometry from OMol25. Energies are from ωB97M-V/def2-TZVPD.

```
82
Properties=species:S:1:pos:R:3
C 1.72 2.15 -2.62
C 0.62 3.10 -2.62
O 0.12 3.78 -3.54
N 0.09 3.19 -1.16
H 0.25 2.21 -0.85
H 0.71 3.65 -0.65
C -1.16 3.87 -0.97
H 2.14 1.63 -1.61
H 2.58 2.82 -3.11
H 1.29 1.50 -3.34
H -1.38 4.68 -1.62
H -1.21 4.38 0.01
H -1.95 3.06 -1.12
C 0.60 2.82 3.00
C 1.75 1.88 2.78
O 2.25 1.38 3.78
N 2.33 1.81 1.40
H 1.72 1.25 0.88
H 2.31 2.64 0.77
C 3.59 1.15 1.42
H 0.40 3.07 2.18
H 0.93 3.79 3.45
H -0.24 2.46 3.59
H 4.29 1.68 2.07
H 4.07 0.96 0.49
H 3.34 0.08 1.64
O 0.35 0.96 -0.08
H -0.29 0.29 0.23
F -4.09 -0.49 -6.93
C -3.27 -0.35 -5.83
C -1.99 -0.94 -5.76
C -1.20 -0.77 -4.55
C -1.64 0.13 -3.55
C -2.99 0.49 -3.54
C -3.72 0.39 -4.80
H -1.75 -1.75 -6.54
H -0.25 -1.25 -4.58
H -1.04 0.25 -2.65
H -3.42 1.09 -2.83
H -4.53 0.85 -5.05
F 2.11 -5.08 -2.80
C 2.66 -3.99 -2.10
C 3.82 -4.20 -1.54
C 4.37 -3.08 -0.88
C 3.74 -1.83 -0.84
C 2.50 -1.58 -1.46
C 1.92 -2.79 -2.08
H 4.44 -5.10 -1.75
H 5.28 -3.27 -0.29
H 4.43 -1.08 -0.13
H 1.84 -0.63 -1.63
H 0.92 -2.66 -2.44
C -3.54 0.08 1.09
C -3.56 0.85 2.47
C -4.05 2.12 2.28
S -5.27 2.11 1.00
O -4.92 3.13 0.05
O -6.56 1.96 1.67
C -4.83 0.50 0.37
H -3.47 -1.03 1.14
H -2.51 0.24 0.64
H -2.77 0.83 3.16
H -4.26 0.37 3.15
H -3.29 2.73 2.10
H -4.41 2.50 3.32
H -4.78 0.69 -0.68
H -5.57 -0.14 0.70
C 2.71 -3.38 3.68
C 2.38 -3.24 2.13
C 1.29 -2.32 2.13
S 0.22 -2.75 3.46
O -0.63 -3.72 2.92
O -0.33 -1.60 4.16
C 1.41 -3.50 4.44
H 3.15 -2.48 3.85
H 3.40 -4.23 3.96
H 1.97 -4.12 1.70
H 3.38 -2.90 1.61
H 0.83 -2.26 1.27
H 1.71 -1.39 2.37
H 1.20 -4.59 4.60
H 1.75 -3.01 5.41
```

- charge = +1
- total energy (eV) = -72059.9632
- Kohn-Sham gap (eV) = 7.7
- lowest unoccupied orbital energy (eV) = -3.882
- relative energy (zero: lowest compared OMol25 entry of this formula, charge and spin) (kcal per mole) = 19.1
- HOMO energy (Eh) = -0.4245
- F_max (eV/A) = 13.5

=====

Here is a single C6H6 molecule in a non-equilibrium geometry from OMol25. Energies are from ωB97M-V/def2-TZVPD.

```
12
Properties=species:S:1:pos:R:3
C 3.21 -0.25 -0.06
C 2.03 0.07 0.02
C 0.66 0.50 -0.03
C -0.45 -0.27 0.11
C -1.78 0.33 0.03
C -2.93 -0.33 -0.06
H 4.16 -0.74 -0.03
H 0.45 1.57 -0.04
H -0.39 -1.35 0.13
H -1.76 1.44 0.12
H -3.90 0.15 -0.21
H -2.92 -1.39 -0.05
```

- total energy (eV) = -6316.0498
- Kohn-Sham gap (eV) = 8.9
- lowest unoccupied orbital energy (eV) = 0.312
- relative energy (zero: lowest compared OMol25 entry of this formula, charge and spin) (kcal per mole) = 72.6
- HOMO energy (Eh) = -0.3171
- F_max (eV/A) = 2.2

=====

Here is a single C8H11N3O2 molecule in a non-equilibrium geometry from OMol25. Energies are from ωB97M-V/def2-TZVPD.

```
24
Properties=species:S:1:pos:R:3
N -0.01 0.15 -2.60
C 0.22 -1.09 -1.90
C -0.50 -1.19 -0.55
N -1.90 -1.04 -0.66
C 0.07 0.24 0.45
C -0.78 1.31 0.63
C -0.32 2.37 1.41
C 0.94 2.33 1.97
C 1.77 1.24 1.76
C 1.33 0.18 0.98
N -0.08 -2.35 0.25
O -0.96 -2.92 0.87
O 1.09 -2.64 0.26
H -1.01 0.30 -2.72
H 0.35 0.93 -2.06
H 1.30 -1.22 -1.75
H -0.13 -1.91 -2.54
H -2.36 -1.26 0.21
H -2.29 -1.64 -1.39
H -1.76 1.32 0.19
H -0.96 3.22 1.57
H 1.29 3.15 2.59
H 2.75 1.20 2.21
H 1.97 -0.68 0.82
```

- total energy (eV) = -17036.6087
- Kohn-Sham gap (eV) = 9.9
- lowest unoccupied orbital energy (eV) = 0.228
- relative energy (zero: lowest compared OMol25 entry of this formula, charge and spin) (kcal per mole) = 20.4
- HOMO energy (Eh) = -0.3556
- F_max (eV/A) = 4.5